Entry 1:
16
Properties=species:S:1:pos:R:3:forces:R:3:lowdin_charge:R:1 method="wB97M-V/def2-TZVPD" lumo_ev=0.899 gap_ha=0.33727 spin_multiplicity=1 de_lowest_kcal_mol=147.2
C -1.62790 0.18200 -0.64603 -1.918 4.690 -1.219 -0.231
C -1.21143 -0.95323 0.15667 4.009 -0.881 -0.355 -0.134
C 0.34050 -1.22325 -0.44641 0.402 -0.889 -3.247 -0.180
C 1.70256 1.44799 1.49806 0.561 -3.595 -1.469 -0.113
H -2.79536 0.52887 -0.67566 2.558 -1.738 -0.315 0.168
H -1.20749 1.12294 -0.31282 0.325 0.131 0.388 0.083
H -1.92037 -1.64609 -0.13641 -0.959 -2.559 0.418 0.070
H -1.01182 -0.77049 1.23565 -0.877 -0.047 -0.764 0.121
H 0.27173 -1.15283 -1.67967 0.073 -1.284 3.491 0.153
H 1.11703 -2.15704 -0.16863 -2.812 2.349 -0.214 0.162
H 1.10959 0.74142 -0.78555 -0.093 3.339 -3.141 0.046
H 2.59509 1.25037 2.47789 -3.151 1.952 -2.993 0.141
H 1.13838 2.32153 0.65619 2.330 -1.866 3.035 0.130
N 1.02728 -0.00006 -0.23094 1.410 -2.904 5.766 -0.164
N 1.55141 0.18254 1.04817 0.001 3.128 -0.033 -0.118
F -1.07921 0.12534 -1.99053 -1.859 0.176 0.652 -0.132



Entry 2:
15
Properties=species:S:1:pos:R:3:forces:R:3:lowdin_charge:R:1 method="wB97M-V/def2-TZVPD" lumo_ev=0.929 gap_ha=0.37029 spin_multiplicity=1 de_lowest_kcal_mol=17.8 smiles=C[C@@H](F)[C@@H](C)S
C 1.12459 1.66548 -0.14644 0.984 -0.037 -0.201 -0.137
C 0.50971 0.33894 -0.56287 -0.971 0.717 -2.252 -0.720
C -0.95032 0.44426 -0.15627 -2.076 0.368 -0.032 -0.425
C -2.05971 -0.53404 -0.58506 1.354 -0.508 -2.235 -0.040
H 2.18907 1.65571 -0.37297 0.008 0.274 -0.200 0.075
H 0.59023 2.40553 -0.70853 0.143 0.668 -0.674 0.065
H 1.03110 2.03464 0.86654 -0.227 -0.768 0.597 0.082
H 0.52565 0.35372 -1.73416 0.079 -0.354 2.031 0.147
H 0.72636 -0.87479 1.28132 0.741 -0.680 -0.800 -0.077
H -1.30444 1.50806 -0.35196 0.442 -1.187 0.190 0.153
H -1.71187 -1.55931 -0.54767 0.376 -0.249 0.231 0.062
H -2.47587 -0.45899 -1.62018 0.516 0.553 0.716 0.094
H -2.85134 -0.47562 0.09814 -1.156 0.402 0.963 0.055
F -0.98540 0.28147 1.24141 0.180 0.521 0.505 -0.089
S 1.27525 -1.16312 0.03879 -0.392 0.278 1.159 0.755



Entry 3:
15
Properties=species:S:1:pos:R:3:forces:R:3:lowdin_charge:R:1 method="wB97M-V/def2-TZVPD" lumo_ev=0.493 gap_ha=0.32213 spin_multiplicity=1 de_lowest_kcal_mol=47.1 smiles="C=[Si](C)F.C=C"
C -1.91320 0.96140 0.36002 -3.904 -1.481 4.366 -0.040
C -2.18809 0.19720 1.47318 0.818 0.722 -3.110 -0.043
C 2.04339 0.87694 -1.95852 -0.693 -2.815 3.348 -0.188
C 1.97654 -1.31188 0.66088 0.159 0.385 -2.513 -0.179
F 2.21588 1.49963 0.85937 0.295 0.915 0.783 -0.155
Si 1.96934 0.40745 -0.23503 -0.005 -0.979 -2.099 0.619
H -2.69464 1.60531 0.01068 -0.076 0.072 -0.860 0.043
H -0.94241 1.05237 0.12740 3.202 0.701 -1.352 -0.048
H -3.20616 -0.07119 1.74917 0.354 0.311 0.403 0.044
H -1.31147 -0.31675 1.85070 -0.418 -0.313 0.548 0.028
H 2.17401 1.86628 -2.21364 0.303 2.093 -0.362 -0.078
H 1.61866 0.24781 -2.71955 0.139 -0.358 -0.127 -0.048
H 2.99382 -1.69213 0.66313 0.264 0.104 -0.004 0.019
H 1.53489 -1.59564 1.57793 -0.546 0.754 1.270 0.007
H 1.44305 -1.95367 -0.04544 0.108 -0.110 -0.292 0.020



Entry 4:
15
Properties=species:S:1:pos:R:3:forces:R:3:lowdin_charge:R:1 method="wB97M-V/def2-TZVPD" lumo_ev="-0.192 / 0.012" gap_ha="0.30085 / 0.27355" spin_multiplicity=1 de_lowest_kcal_mol=63.6
C -1.89984 -1.43716 0.36705 1.600 -0.553 0.961 -0.076
C -1.79333 -0.20446 -0.08490 -0.995 0.431 -0.503 -0.279
C 1.99845 -1.24504 -0.89370 -2.570 -0.148 1.107 -0.016
C 0.69764 1.92711 0.86177 -0.547 -2.419 0.986 -0.210
F -0.89835 1.93307 -1.41244 0.620 -0.760 0.388 -0.233
Si -0.27045 0.81984 -0.35657 0.728 0.263 -0.910 0.692
H -2.79240 -2.02341 0.38178 -0.553 -0.109 -0.085 0.048
H -1.01589 -1.90878 0.81325 -0.312 -0.118 -0.193 0.046
H -2.72916 0.17084 -0.52637 0.475 0.353 0.078 0.061
H 1.36971 -1.98009 -0.29253 0.923 0.804 -1.207 -0.030
H 2.14930 -1.43529 -1.97109 0.036 0.329 0.956 -0.026
H 2.66741 -0.71059 -0.23235 0.367 0.078 -0.574 -0.057
H 0.58422 2.95362 0.49165 0.805 -0.319 0.272 0.026
H 0.26236 1.78865 1.88604 0.045 0.499 -0.786 0.031
H 1.67032 1.35169 0.96839 -0.622 1.670 -0.491 0.022



Entry 5:
15
Properties=species:S:1:pos:R:3:forces:R:3:lowdin_charge:R:1 method="wB97M-V/def2-TZVPD" charge=+1 lumo_ev=-3.545 gap_ha=0.37225 spin_multiplicity=1 de_lowest_kcal_mol=40.5 smiles="C=C[C@H]([NH3+])CI"
C 0.54187 -0.86868 2.12614 2.136 -0.183 -1.451 0.062
C -0.17768 -0.18475 1.24369 0.582 0.282 -0.852 -0.191
C -0.95220 -0.81517 -1.26418 1.298 3.360 2.004 -0.537
C 0.23577 -0.02841 -0.18794 0.319 -2.023 -1.682 -0.350
N 0.33744 1.47086 -0.51706 -1.095 -0.586 -0.291 0.132
I -0.49443 -0.24491 -3.26940 -0.111 0.022 0.149 0.896
H 0.29000 -0.98559 3.14041 -0.493 -0.049 1.053 0.054
H 1.59145 -1.29179 1.84643 -2.200 0.592 0.299 0.120
H -1.07418 0.42474 1.40376 -0.034 -0.683 0.737 0.115
H -0.74119 -1.86670 -1.20487 -0.411 -0.299 0.392 0.025
H -1.97240 -0.39649 -0.95020 1.440 -1.180 -0.590 0.074
H 1.28900 -0.47624 -0.49269 -2.209 0.841 0.827 0.175
H -0.55164 2.00208 -0.13814 2.273 -1.023 -1.410 0.220
H 0.46287 1.36940 -1.56626 -0.831 1.125 0.578 0.033
H 1.21534 1.89164 -0.16970 -0.665 -0.196 0.238 0.171



Entry 6:
15
Properties=species:S:1:pos:R:3:forces:R:3:lowdin_charge:R:1 method="wB97M-V/def2-TZVPD" charge=+1 lumo_ev=-4.296 gap_ha=0.36277 spin_multiplicity=1 de_lowest_kcal_mol=54.9 smiles=C[N@H+]1C[C@]1(C)I
C 0.25401 -0.74246 1.01481 -2.570 0.126 2.443 -0.140
C -0.15818 0.69248 0.74064 -0.472 -2.865 1.106 -0.635
C 0.65677 1.74056 0.14599 2.014 0.085 -1.629 -0.122
C -0.13024 -1.19762 -1.37278 0.677 -2.159 -2.829 -0.055
N -0.65110 -0.80115 -0.12598 0.168 2.660 1.745 -0.100
I -1.91123 1.39506 1.81946 0.999 -0.478 -0.535 0.997
H 1.21072 -1.19310 0.90346 0.924 0.324 -0.617 0.131
H -0.25175 -1.24535 1.89957 0.827 0.882 -0.887 0.141
H 0.02882 2.54083 -0.04915 -1.418 1.543 -0.950 0.028
H 1.16760 1.47867 -0.86463 -0.528 0.210 1.955 0.134
H 1.34465 2.27064 0.86230 -0.113 -1.364 -0.406 0.135
H 0.25077 -2.28244 -1.31082 -0.089 1.624 0.248 0.132
H -0.92020 -1.34858 -2.18094 0.942 1.091 1.067 0.129
H 0.72922 -0.50790 -1.65808 -1.240 -0.993 0.036 0.116
H -1.61986 -0.79964 0.17617 -0.120 -0.686 -0.748 0.110



Entry 7:
16
Properties=species:S:1:pos:R:3:forces:R:3:lowdin_charge:R:1 method="wB97M-V/def2-TZVPD" lumo_ev="-0.060 / -0.013" gap_ha="0.30451 / 0.30670" spin_multiplicity=1 de_lowest_kcal_mol=54.0
C -0.25893 -0.62569 0.19255 -0.840 -0.957 0.772 -0.472
C -0.24299 -2.01972 0.86390 -1.186 1.121 0.051 -0.041
C -1.58775 -0.29882 -0.44652 1.015 -3.095 -1.686 -0.032
C 1.39205 2.48486 -0.16783 3.378 2.503 2.283 -0.390
N 0.87043 -0.10410 0.18694 0.576 2.922 -1.711 0.116
N 0.95075 1.52118 -1.05186 -2.138 -3.218 1.326 -0.626
I 2.23549 0.66157 -2.30901 0.682 0.096 -0.396 0.753
H -0.22540 -2.72766 0.08683 -0.107 -0.970 -1.331 0.064
H 0.66021 -2.17189 1.38178 0.906 -0.057 1.040 0.056
H -1.15916 -2.24505 1.43919 0.587 0.407 0.048 0.088
H -2.03168 0.62273 -0.34392 -0.206 2.497 0.255 0.038
H -2.32393 -1.01006 -0.00218 0.503 0.283 -0.849 0.081
H -1.36508 -0.50631 -1.56823 -0.923 0.285 1.729 0.126
H 0.65583 2.89243 0.49814 -1.166 -1.071 0.820 0.052
H 2.34767 2.24602 0.49780 -1.756 0.311 -1.391 0.104
H 1.54829 3.52353 -0.57158 0.676 -1.056 -0.960 0.083



Entry 8:
16
Properties=species:S:1:pos:R:3:forces:R:3:lowdin_charge:R:1 method="wB97M-V/def2-TZVPD" lumo_ev="0.411 / -1.370" gap_ha="0.27887 / 0.28278" spin_multiplicity=3 s_squared=2.018
C 0.13524 0.72052 -0.43784 0.386 -0.152 0.303 -0.499
C 0.92310 1.18050 -1.67595 0.020 2.759 2.392 -0.049
C -1.38458 0.89815 -0.48107 -1.736 -0.277 -0.370 -0.076
C 0.68071 -1.90084 2.07797 0.157 0.049 -0.990 -0.334
N 0.76573 0.23144 0.52696 0.706 2.145 -2.412 0.130
N -0.32446 -0.86567 1.80712 -0.303 -1.306 2.128 -0.610
I -0.56583 0.33252 3.40061 -0.256 0.138 0.284 0.753
H 0.39016 2.16750 -2.00022 1.565 -1.619 0.301 0.107
H 2.02486 1.25032 -1.36631 -1.681 0.255 -0.811 0.101
H 0.77877 0.44038 -2.37581 -0.155 -1.479 -2.018 0.034
H -1.96521 -0.06661 -0.73574 1.299 1.217 0.224 0.100
H -1.62773 1.63588 -1.31649 0.137 -0.822 1.298 0.078
H -1.86823 1.20090 0.50290 0.968 -0.069 -1.195 0.059
H 1.04196 -2.19422 1.02906 -0.603 -0.183 1.662 0.084
H 1.59857 -1.67584 2.70274 -1.210 0.187 -0.593 0.067
H 0.03511 -2.60802 2.60846 0.705 -0.844 -0.204 0.056